#a
Computed, not measured: the molecule C5H7NO2, with ωB97M-V with the def2-TZVPD basis set.

XYZ file:
```
15
Properties=species:S:1:pos:R:3
C -1.77610 0.28031 -0.90437
C 1.67818 -0.47632 0.05556
C 0.45473 0.33942 0.28846
C -0.87275 -0.32071 0.12356
C 0.59984 1.60414 0.67884
O 1.40338 -1.70216 -0.40745
N -1.27105 -1.30946 0.79066
O 2.80381 -0.09052 0.24045
H 2.22394 -2.19764 -0.55636
H -0.60885 -1.67968 1.46885
H -1.96185 1.32748 -0.67564
H -1.30138 0.23017 -1.88261
H -2.71452 -0.26451 -0.92458
H -0.24248 2.24500 0.87455
H 1.58510 2.01448 0.83008
```

Output
SMILES: [H]/N=C(/C)C(=C)C(=O)O
LUMO energy: 0.223 eV
Frontier orbital gap: 10.12 eV

#b
Computed, not measured: the molecule C5H7NO2, with ωB97M-V with the def2-TZVPD basis set.

XYZ file:
```
15
Properties=species:S:1:pos:R:3
C -0.58112 0.74549 -1.42456
C 1.16608 -1.16994 0.36713
C 0.59204 -0.47266 1.61389
C -0.71913 -0.13135 0.88912
C -0.64833 1.01855 0.06309
H -0.30662 1.52754 -2.17367
H -1.36648 0.04584 -1.75759
H 1.62014 -2.10889 0.61478
H 1.10039 0.42040 1.91276
H 0.46808 -1.22672 2.37134
H -1.16027 -1.05231 0.57358
H 0.15442 1.68658 0.29752
N 1.18023 -1.03178 -0.92019
O 0.72697 0.06432 -1.59034
O -1.68053 0.93435 1.03417
```

Output
SMILES: C1=NOC[C@H]2O[C@@H]2C1
LUMO energy: 0.928 eV
Frontier orbital gap: 10.33 eV

Most stable structure - #a; separation to the second - 4.702 eV.

#a
Computed, not measured: the molecule C5H7NO2, with ωB97M-V with the def2-TZVPD basis set.

XYZ file:
```
15
Properties=species:S:1:pos:R:3
C -2.10815 0.38118 0.06145
C -0.59833 0.28344 0.04053
C 0.13991 -0.83556 0.03936
C 1.57867 -0.44030 0.01927
C 0.26227 1.51908 -0.00068
H -2.44493 -1.33050 -0.79142
H -2.42242 1.11885 -0.72102
H -2.42923 0.84940 1.02376
H -0.19610 -1.85112 0.13479
H 2.46566 1.43655 -0.07529
H 0.19907 2.19238 0.90695
H 0.02173 2.10842 -0.91144
N 1.58247 0.93039 -0.09356
O -2.76568 -0.86896 -0.00650
O 2.52603 -1.19151 0.02264
```

Output
SMILES: O=C1C=C(CO)CN1
LUMO energy: 0.637 eV
Frontier orbital gap: 10.40 eV

#b
Computed, not measured: a structure of composition C5H7NO2, with ωB97M-V with the def2-TZVPD basis set.

XYZ file:
```
15
Properties=species:S:1:pos:R:3
C -0.35818 0.01726 1.12849
C -1.03455 0.53256 -0.17199
C -0.92213 -0.54063 -1.16252
C 1.45464 -0.43715 -0.41116
C 0.89720 0.60691 0.51335
H -2.03210 0.80439 -0.04094
H -1.19373 0.00781 -2.23326
H -1.72076 -1.39687 -0.76090
H 1.79095 -1.27742 0.27560
H 2.29974 -0.30096 -1.10772
H 1.69380 1.04391 1.16154
H 0.28724 1.71899 -1.24499
N -0.03748 1.67217 -0.23749
O -0.54030 -0.63897 2.15793
O 0.40473 -1.03337 -1.37842
```

Output
LUMO energy: 0.705 eV
Frontier orbital gap: 10.49 eV

Most stable structure - #a; separation to the second - 3.151 eV.

#a
Computed, not measured: a cluster of 2 separate species, C5H7NO2 in total, with ωB97M-V with the def2-TZVPD basis set.

XYZ file:
```
15
Properties=species:S:1:pos:R:3
C -1.78626 -0.79210 0.65400
C -1.19829 0.28423 0.26549
C -0.76133 1.16313 -0.75477
C -0.43297 1.55442 0.62099
C 0.98667 1.43967 1.13532
N -2.14693 -1.90648 0.93975
O -0.03380 -1.54588 -2.35753
O -0.70675 1.34733 -1.93668
H -1.01618 2.34734 1.08169
H 1.00465 1.47601 2.22306
H 1.58547 2.26278 0.74973
H 1.43539 0.50701 0.80422
H 0.02674 -0.59428 -2.49114
H -3.06957 -2.20330 1.19947
H -0.93057 -1.78952 -2.58758
```

Output
SMILES: C[C@H]1C(=O)C1=C=N.O
LUMO energy: 0.199 eV
Frontier orbital gap: 9.59 eV

#b
Computed, not measured: the molecule C5H7NO2, with ωB97M-V with the def2-TZVPD basis set.

XYZ file:
```
15
Properties=species:S:1:pos:R:3
C 0.29092 -0.01038 -0.55952
C -0.17895 1.45088 0.07205
C -0.85825 0.61761 1.23568
C -0.87106 -0.57807 0.20142
C 0.65130 -1.34935 -1.32693
H 2.08898 0.75141 0.07733
H -0.89266 1.85041 -0.81651
H 0.58992 2.11071 0.36603
H -0.01286 0.12094 1.99826
H -1.86753 1.30110 1.50446
H -1.52333 -0.50110 -0.48977
H 1.22355 -1.25667 -2.23728
N 0.43743 -2.39029 -0.67287
O 1.46591 -0.12628 0.22618
O -0.54339 -1.99092 0.42145
```

Output
SMILES: O[C@@]12C=NO[C@H]1CC2
LUMO energy: 0.562 eV
Frontier orbital gap: 10.23 eV

Most stable structure - #a; separation to the second - 4.749 eV.